The following is a DFT calculation (ωB97M-V with the def2-TZVPD basis set) of a cluster of 14 separate species, C32H82F6O16S12 in total at a distorted geometry.

Summary:
- E: -7849.3557 Eh
- Energy above the lowest of the compared OMol25 structures with the same formula, charge and spin: 11.56 kcal/mol

Geometry as ORCA input:
```
! RIJCOSX wB97M-V def2-TZVPD def2/J DEFGRID3
* xyz 0 1
C -6.55819 0.90173 2.91211
S -6.11920 1.89796 1.34371
O -4.93203 1.18414 0.74838
C -7.47453 1.40014 0.35365
H -5.71912 1.10526 3.58130
H -6.76421 -0.17602 2.74725
H -7.40932 1.40195 3.36350
H -7.44112 0.31989 0.03792
H -7.35454 1.96845 -0.57731
H -8.46899 1.72653 0.67383
C 2.75523 2.48792 2.46624
S 1.48478 2.04184 3.75936
O 0.58700 1.03583 3.10663
C 2.56016 1.08425 4.86179
H 2.32502 3.12022 1.62827
H 3.18866 1.63169 2.02655
H 3.46503 3.11947 2.99582
H 1.96980 0.93278 5.78795
H 3.53571 1.60311 5.06430
H 2.72948 0.19500 4.33863
C 0.17256 -6.77187 1.67682
S -0.50386 -5.20872 1.00439
O -0.13198 -4.15437 2.05712
C 0.50078 -5.13276 -0.53050
H 1.19798 -6.50242 2.02735
H 0.30448 -7.60827 0.97630
H -0.42609 -6.98273 2.53302
H 0.31545 -4.19158 -1.00596
H 0.13558 -5.87770 -1.24802
H 1.57401 -5.24328 -0.33589
C 1.48624 3.82690 -4.68405
S -0.26343 3.56214 -4.43945
O -0.46981 2.13671 -4.15212
C -0.47489 4.38870 -2.93148
H 1.93835 3.10136 -5.36245
H 1.98407 3.69576 -3.69981
H 1.56081 4.79574 -5.16883
H -0.19918 5.45571 -3.01258
H 0.15883 4.02939 -2.12285
H -1.56877 4.23935 -2.74454
C -2.81691 -2.30762 -4.37348
S -1.70921 -2.17534 -2.91374
O -1.27960 -3.61207 -2.63181
C -0.18287 -1.48592 -3.68376
H -2.35482 -2.67714 -5.28323
H -3.14115 -1.31437 -4.55617
H -3.61398 -2.95408 -3.98837
H 0.31345 -2.27889 -4.28791
H 0.35537 -1.23346 -2.77657
H -0.37046 -0.58795 -4.32878
C 3.29977 0.49762 -4.15458
S 4.31842 1.37379 -2.89512
O 4.31644 2.86152 -3.28001
C 3.20922 1.23734 -1.55412
H 3.00830 -0.54498 -3.99260
H 3.88710 0.45277 -5.08733
H 2.31434 1.01929 -4.48409
H 2.21801 1.49899 -1.91614
H 3.58085 1.79314 -0.73887
H 3.23825 0.17990 -1.14772
C -3.36877 4.89085 2.49560
S -2.76256 3.29510 3.17946
O -3.98801 2.48624 3.59492
C -2.17892 2.60405 1.52667
H -2.44197 5.38601 2.24403
H -3.87461 5.44014 3.34663
H -4.10039 4.82304 1.73193
H -2.00733 3.47252 0.91335
H -3.03319 2.07276 1.19334
H -1.31860 1.95872 1.56771
C 2.33559 -4.61853 -3.46514
S 3.93595 -3.93012 -4.01895
O 3.61609 -2.73085 -4.84330
C 4.30950 -3.15746 -2.47660
H 2.43219 -5.24823 -2.56964
H 1.83145 -5.21711 -4.21536
H 1.73168 -3.75672 -3.21032
H 5.17978 -2.57879 -2.76394
H 4.72497 -3.78454 -1.67899
H 3.42859 -2.62147 -2.03118
C -0.48902 -0.91626 0.99382
S 0.76227 -0.17904 0.03292
O 1.19865 -1.27947 -0.91091
C -0.21165 0.90345 -0.87602
H 0.03339 -1.51805 1.77494
H -1.12230 -1.62143 0.36454
H -1.23408 -0.25295 1.44979
H -0.25266 1.86271 -0.22701
H -1.18311 0.52452 -1.26909
H 0.45115 1.18123 -1.72070
C -4.88324 -3.80285 -0.97994
S -5.21828 -2.05275 -0.63286
O -6.72167 -1.91344 -0.52108
C -4.41918 -2.03096 1.00312
H -5.50166 -4.05080 -1.85405
H -5.22965 -4.41736 -0.12665
H -3.80420 -3.95421 -1.13997
H -4.62423 -1.07498 1.45274
H -3.43570 -2.41127 0.90564
H -4.93440 -2.78829 1.59521
C 5.75580 -2.65636 2.70590
S 4.69425 -1.59018 1.64671
O 5.46387 -1.13497 0.42904
C 3.54233 -2.86139 1.09968
H 5.17475 -3.02000 3.58161
H 6.51867 -1.99333 3.14527
H 6.26419 -3.49741 2.22279
H 2.95603 -2.34716 0.34780
H 2.87132 -3.15857 1.93234
H 4.09682 -3.63726 0.62771
C -3.59449 1.09449 -2.25624
S -4.49675 2.63507 -2.13794
O -3.52745 3.66034 -1.59255
C -4.55078 2.89272 -3.88970
H -4.07836 0.54351 -3.10260
H -3.62419 0.59552 -1.31458
H -2.55478 1.40389 -2.56601
H -5.12447 3.81849 -4.14036
H -5.16406 2.02482 -4.20749
H -3.53990 2.97938 -4.30901
C 5.13706 5.38185 -1.24752
C 3.66699 5.08487 -1.07918
O 3.21527 6.11706 -0.11862
C 1.91097 6.08556 0.13377
O 1.05363 5.38533 -0.36011
C 1.60864 6.97308 1.38398
F 0.56917 6.54099 2.05314
F 2.66572 7.06480 2.20334
F 1.36493 8.16654 0.87982
H 5.56584 5.30303 -0.23987
H 5.35910 6.36453 -1.71688
H 5.57354 4.67162 -2.01479
H 3.46808 4.09813 -0.68058
H 3.13587 5.20121 -2.05788
C -1.31608 -2.65566 4.76716
C 0.23108 -2.46464 4.64893
O 0.92288 -3.49019 5.38030
C 2.24615 -3.57729 5.24004
O 2.95057 -2.91723 4.56615
C 2.80338 -4.74652 6.09001
F 2.76405 -5.90465 5.38106
F 4.05694 -4.55714 6.33132
F 2.16183 -4.88289 7.27317
H -1.53721 -3.76362 4.62500
H -1.86514 -2.05355 4.03803
H -1.70715 -2.41639 5.78640
H 0.50015 -1.52106 5.12126
H 0.53774 -2.51543 3.57353
*
```

The following is a DFT calculation (ωB97M-V with the def2-TZVPD basis set) of a structure of composition C32H84BrN6O13V at a distorted geometry.

Summary:
- E: -6094.0224 Eh

Geometry as ORCA input:
```
! RIJCOSX wB97M-V def2-TZVPD def2/J DEFGRID3
* xyz -2 1
O 1.79414 3.54710 -0.93283
V 1.67554 2.82881 0.49948
O 0.50862 3.48522 1.35557
Br -0.08339 0.74375 -0.34598
O 5.11245 0.91266 3.89307
C 5.34329 1.40577 2.58041
C 4.25002 1.37247 1.40475
O 2.87540 1.39423 1.75422
H 6.14341 0.77068 2.20018
H 5.76716 2.40363 2.69313
H 4.34819 0.39574 0.93099
H 4.45335 2.03950 0.56700
C 4.10494 0.50935 -4.08500
O 3.59296 -0.68776 -3.49579
C 3.28802 -0.53053 -2.10235
C 2.88826 -1.94766 -1.62005
N 4.08976 -2.79847 -1.68184
C 3.79597 -4.13765 -1.19271
C 3.17002 -4.89337 -2.37490
O 3.86456 -4.76045 -3.61175
C 4.91805 -5.71606 -3.81702
H 5.15181 0.67959 -3.83361
H 3.49043 1.37560 -3.83989
H 3.92275 0.34936 -5.14769
H 2.48868 0.20029 -1.97962
H 4.16258 -0.16591 -1.56357
H 2.11431 -2.34367 -2.27754
H 2.35412 -1.85395 -0.67453
H 4.48811 -2.76195 -2.60925
H 3.16583 -4.22497 -0.30761
H 4.76721 -4.51579 -0.87362
H 2.19382 -4.44077 -2.54895
H 2.92736 -5.90489 -2.04927
H 5.78766 -5.66532 -3.16181
H 5.35489 -5.59210 -4.80794
H 4.59141 -6.74499 -3.66629
C 3.87520 -2.68424 2.16683
O 2.90859 -1.83644 2.77400
C 1.59382 -2.07079 2.27647
C 0.45415 -1.38853 3.13033
N 0.62834 0.01660 3.18335
C -0.08690 0.54744 4.32677
C 0.41521 1.98628 4.68952
O 1.82551 1.99277 4.88324
C 2.44128 3.32897 4.95405
H 4.05896 -2.31437 1.15811
H 3.63482 -3.74704 2.13917
H 4.89864 -2.65175 2.54049
H 1.31097 -3.12317 2.25264
H 1.52304 -1.66798 1.26611
H 0.34693 -1.89909 4.08738
H -0.50827 -1.57578 2.65410
H 0.16327 0.31054 2.33634
H 0.16247 -0.08473 5.17898
H -1.17257 0.55347 4.22988
H -0.01381 2.41029 5.59740
H 0.08865 2.66931 3.90534
H 3.52369 3.30957 5.08100
H 2.04277 3.86287 5.81675
H 2.23731 3.77628 3.98123
C 0.22575 1.61340 -4.47771
C -0.92310 0.62033 -4.68538
C -0.50268 -0.88211 -4.67689
O -1.57297 -1.80884 -4.70077
C -1.13678 -3.15639 -4.87118
N -1.91865 0.83479 -3.64773
H 0.90521 1.50759 -5.32343
H 0.76463 1.48165 -3.53944
H -0.11883 2.64740 -4.46253
H -1.40099 0.75835 -5.65526
H 0.12693 -1.05782 -3.80463
H 0.09543 -1.07990 -5.56641
H -0.50444 -3.27770 -5.75068
H -1.94723 -3.83105 -5.14707
H -0.63946 -3.51734 -3.97091
H -2.47781 -0.00165 -3.55926
H -1.49071 0.81705 -2.73304
C -2.78811 6.28041 3.45723
C -2.49813 4.84055 3.16814
C -2.89412 3.74480 4.30735
O -2.13942 3.91169 5.45336
C -2.44363 2.93978 6.47322
N -3.21656 4.45978 1.98281
H -2.35050 6.39472 4.44895
H -3.85989 6.44303 3.34348
H -2.25059 6.99968 2.83930
H -1.47804 4.75129 2.79459
H -2.68587 2.81396 3.77984
H -3.96729 3.79796 4.49060
H -1.60908 2.87247 7.17115
H -2.53329 1.98810 5.94942
H -3.30658 3.23966 7.06777
H -3.09829 3.47602 1.78706
H -2.84354 4.94344 1.17844
C -3.92474 2.04286 -0.90121
C -4.20853 1.38476 0.44536
C -4.39535 -0.14860 0.27188
O -4.56898 -0.76329 1.53487
C -5.35653 -1.97088 1.57887
N -3.11164 1.60440 1.35838
H -2.98729 1.60758 -1.24737
H -3.66453 3.09263 -0.76557
H -4.65030 1.92561 -1.70614
H -5.09384 1.81056 0.91764
H -3.53469 -0.65617 -0.16371
H -5.22693 -0.30200 -0.41589
H -6.40163 -1.77036 1.81481
H -4.97942 -2.62244 2.36715
H -5.30263 -2.54945 0.65667
H -3.15038 0.84098 2.01853
H -2.22883 1.44471 0.89444
C -2.78690 -2.78710 -1.79987
C -2.13122 -3.63200 -0.71918
C -0.94004 -4.48409 -1.16525
O -1.42158 -5.53970 -2.01204
C -0.37868 -6.16645 -2.79766
N -1.57123 -2.67950 0.30649
H -3.14322 -3.31216 -2.68614
H -2.21712 -1.95567 -2.21480
H -3.70166 -2.35450 -1.39472
H -2.84777 -4.27753 -0.21130
H -0.35662 -4.93308 -0.36144
H -0.25579 -3.82982 -1.70548
H 0.18837 -5.42376 -3.35889
H -0.77835 -6.89278 -3.50533
H 0.38064 -6.74051 -2.26661
H -0.85658 -2.13481 -0.15469
H -2.25503 -1.95530 0.47392
C -1.27518 4.39264 -2.29975
C -1.26236 5.01103 -0.89824
O -2.50264 5.59749 -0.69219
H -0.29504 4.00951 -2.58370
H -1.55672 5.13039 -3.05113
H -2.00775 3.58961 -2.38085
H -0.45751 5.74027 -0.80593
H -0.98450 4.21941 -0.20237
H -2.53438 6.42439 -1.17883
*
```

The following is a DFT calculation (ωB97M-V with the def2-TZVPD basis set) of a structure of composition C32H84O19S6SbSi.

Summary:
- E: -5617.8393 Eh

Geometry as ORCA input:
```
! RIJCOSX wB97M-V def2-TZVPD def2/J DEFGRID3
* xyz -1 1
C -4.75873 2.36933 -3.65677
O -4.53769 1.34197 -4.60663
C -3.98789 0.15059 -4.07753
C -2.49211 0.05318 -4.31677
C -1.82335 -1.24858 -3.86041
C -1.89710 -1.54622 -2.36012
C -3.18306 -2.24134 -1.88403
C -3.66294 -1.80659 -0.48976
C -3.64311 -0.28547 -0.23884
C -4.97718 0.29705 0.28840
C -4.84811 0.89212 1.69283
C -4.67325 2.40393 1.75049
Sb -2.90647 3.28281 0.70886
Si -2.38767 4.92552 2.63879
C -1.09512 4.24138 3.87411
C -1.59991 6.48027 1.85821
C -3.92927 5.51614 3.60714
H -5.70997 2.85161 -3.88088
H -3.98979 3.14174 -3.68993
H -4.80661 2.00581 -2.63249
H -4.20677 0.01699 -3.02217
H -4.46262 -0.68273 -4.60267
H -2.36170 0.11206 -5.40018
H -1.97972 0.92820 -3.92043
H -0.76528 -1.13608 -4.09269
H -2.20334 -2.06858 -4.47342
H -1.68105 -0.61897 -1.83799
H -1.06664 -2.21271 -2.13634
H -2.95384 -3.30518 -1.82840
H -3.98348 -2.15515 -2.61378
H -4.69852 -2.12874 -0.39174
H -3.10177 -2.34400 0.27098
H -2.89731 -0.08813 0.52460
H -3.34598 0.27152 -1.11627
H -5.73184 -0.48885 0.29931
H -5.33994 1.05782 -0.40099
H -5.77359 0.65820 2.22872
H -4.05945 0.36322 2.22646
H -4.55957 2.66293 2.80598
H -5.55696 2.94011 1.40283
H -3.92017 4.58970 0.00310
H -1.41979 3.92591 -0.08584
H -1.89624 1.99669 1.42116
H -3.19740 2.36490 -0.77628
H -0.54725 3.37669 3.51400
H -1.59362 4.04308 4.82045
H -0.38267 5.04052 4.08898
H -0.78700 6.13114 1.22367
H -1.26863 7.21114 2.59055
H -2.34134 6.90074 1.18191
H -3.73875 5.39055 4.67272
H -4.83541 4.98509 3.34004
H -4.04444 6.58469 3.44269
O -8.14538 -1.65400 0.35418
S -9.19526 -0.69641 0.51459
O -9.10722 0.33807 1.49558
O -10.57183 -1.48747 0.72061
C -10.60512 -2.48483 1.75597
C -10.75364 -1.87781 3.13773
C -9.57547 0.02151 -1.04696
H -9.71613 -3.11472 1.69179
H -11.46614 -3.11098 1.52680
H -9.86269 -1.31928 3.42148
H -10.91477 -2.66387 3.87649
H -11.59672 -1.18731 3.16386
H -9.69090 -0.77289 -1.77879
H -8.73891 0.66552 -1.31088
H -10.48736 0.60461 -0.95077
O 0.66740 -0.95896 0.54402
S 1.24382 -0.16679 -0.50053
O 0.79940 -0.32409 -1.85378
O 2.82979 -0.35828 -0.45715
C 3.34092 -1.70832 -0.44392
C 3.32638 -2.34863 -1.81838
C 1.21498 1.53504 -0.06195
H 2.79180 -2.30436 0.27786
H 4.36314 -1.62771 -0.08329
H 2.30691 -2.52487 -2.16180
H 3.84734 -3.30645 -1.79572
H 3.81177 -1.70045 -2.54740
H 1.60753 1.64504 0.94511
H 0.18166 1.87863 -0.09961
H 1.81735 2.08571 -0.77974
O 4.12519 -3.01374 2.06925
S 4.84376 -2.86601 3.29819
O 6.24624 -2.57685 3.28431
O 4.58676 -4.15922 4.19744
C 4.82600 -5.44350 3.59239
C 6.30128 -5.78923 3.53429
C 4.01620 -1.70294 4.32734
H 4.36968 -5.47649 2.60175
H 4.29708 -6.15966 4.21859
H 6.83324 -5.13766 2.84220
H 6.43064 -6.81962 3.20174
H 6.76086 -5.67223 4.51587
H 2.96104 -1.95885 4.36480
H 4.15215 -0.72190 3.87732
H 4.46509 -1.73086 5.31647
O 3.48304 3.49735 4.54761
S 4.43205 4.27467 5.28129
O 5.02472 3.75579 6.47683
O 3.80814 5.70745 5.58734
C 2.50548 5.76051 6.20792
C 2.57166 5.47843 7.69616
C 5.70791 4.82583 4.19906
H 1.81991 5.07606 5.70593
H 2.13803 6.77069 6.03991
H 2.84902 4.44307 7.89064
H 1.59957 5.66342 8.15344
H 3.31753 6.11377 8.17483
H 5.25049 5.26093 3.31505
H 6.30023 3.95354 3.93245
H 6.32103 5.55331 4.72385
O 7.96912 -2.55887 -1.87953
S 7.56937 -1.28839 -2.40324
O 6.31500 -1.12525 -3.06773
O 8.73263 -0.73087 -3.34690
C 9.20219 -1.59735 -4.39559
C 8.26114 -1.62648 -5.58439
C 7.70415 -0.06669 -1.14277
H 9.37354 -2.59948 -3.99871
H 10.16909 -1.19402 -4.69209
H 7.31757 -2.10783 -5.33032
H 8.71591 -2.17821 -6.40789
H 8.03412 -0.61397 -5.91778
H 8.67843 -0.15646 -0.67085
H 6.91195 -0.26282 -0.42314
H 7.57226 0.91371 -1.59230
O 0.94223 -5.45770 -4.99432
S 2.27608 -5.01053 -5.25603
O 3.20532 -4.82591 -4.18570
O 2.21491 -3.68958 -6.14013
C 1.39551 -2.59408 -5.66732
C 2.08184 -1.80798 -4.56663
C 3.01182 -6.04618 -6.47777
H 0.42279 -2.96549 -5.34247
H 1.23067 -1.95404 -6.53224
H 2.17797 -2.39920 -3.65765
H 1.50872 -0.91301 -4.32639
H 3.08594 -1.51470 -4.87522
H 2.32210 -6.14856 -7.31064
H 3.19331 -7.01182 -6.01157
H 3.94901 -5.59795 -6.79595
*
```